(1)
Here is a 8-piece molecular cluster, C45H106O3S overall at a distorted geometry from the OMol25 dataset. Energies are from ωB97M-V with the def2-TZVPD basis set.

Element x y z (Å)
C -0.367 -3.405 29.264
C -1.491 -3.209 28.288
O -1.381 -4.271 27.320
S -2.660 -4.590 26.373
C -3.750 -5.536 27.491
O -3.290 -3.302 26.164
O -2.183 -5.452 25.336
H 0.612 -3.363 28.789
H -0.457 -4.388 29.734
H -0.395 -2.707 30.103
H -2.493 -3.297 28.721
H -1.468 -2.237 27.791
H -3.226 -6.415 27.848
H -4.621 -5.794 26.889
H -4.083 -4.848 28.265
C -7.869 2.337 27.416
C -9.080 2.263 26.494
C -8.677 2.549 25.027
C -9.865 3.031 24.186
C -9.639 2.882 22.683
C -8.434 3.658 22.169
H -8.115 1.907 28.392
H -7.486 3.353 27.497
H -7.053 1.703 27.061
H -9.509 1.261 26.495
H -9.829 3.004 26.775
H -8.192 1.687 24.567
H -7.985 3.397 25.038
H -10.770 2.467 24.429
H -10.041 4.092 24.394
H -9.432 1.815 22.513
H -10.567 3.032 22.126
H -8.406 4.653 22.622
H -7.518 3.131 22.440
H -8.403 3.794 21.088
C -11.807 -0.857 24.720
C -10.340 -1.119 25.080
C -9.851 -2.519 24.691
C -8.325 -2.617 24.754
C -7.797 -4.018 24.558
C -6.297 -4.124 24.787
H -12.038 0.206 24.800
H -12.448 -1.368 25.440
H -11.998 -1.206 23.705
H -9.696 -0.391 24.575
H -10.241 -0.946 26.157
H -10.202 -2.695 23.669
H -10.329 -3.263 25.337
H -7.963 -1.889 24.017
H -7.966 -2.182 25.688
H -8.303 -4.702 25.246
H -8.047 -4.425 23.574
H -5.934 -5.079 24.384
H -5.751 -3.370 24.220
H -6.004 -4.162 25.837
C -3.604 -1.940 29.275
C -3.794 -0.837 28.240
C -5.160 -0.214 27.989
C -6.325 -1.138 27.629
C -6.814 -2.091 28.723
C -8.202 -2.649 28.417
H -2.586 -2.035 29.672
H -3.823 -2.915 28.822
H -4.144 -1.935 30.224
H -3.202 -0.005 28.653
H -3.231 -1.078 27.337
H -4.957 0.461 27.149
H -5.439 0.465 28.801
H -7.193 -0.519 27.388
H -5.994 -1.724 26.765
H -6.095 -2.893 28.906
H -6.830 -1.544 29.676
H -8.080 -3.318 27.561
H -8.567 -3.203 29.282
H -8.914 -1.875 28.129
C -7.032 -4.754 31.928
C -7.786 -5.893 31.229
C -7.436 -6.097 29.752
C -7.777 -7.514 29.264
C -7.281 -7.811 27.852
C -7.737 -6.798 26.795
H -7.318 -4.822 32.980
H -7.375 -3.791 31.548
H -5.952 -4.884 31.866
H -7.609 -6.806 31.806
H -8.862 -5.717 31.308
H -6.383 -5.883 29.528
H -7.983 -5.338 29.188
H -7.334 -8.192 29.997
H -8.863 -7.648 29.304
H -6.187 -7.730 27.886
H -7.565 -8.810 27.520
H -7.172 -7.050 25.895
H -8.810 -6.862 26.615
H -7.457 -5.783 27.079
C -13.199 -4.812 28.296
C -13.361 -3.612 29.222
C -12.104 -2.748 29.339
C -12.159 -1.866 30.593
C -11.026 -0.854 30.705
C -11.214 0.146 31.834
H -12.623 -5.603 28.780
H -12.652 -4.550 27.388
H -14.181 -5.203 28.029
H -14.163 -2.970 28.840
H -13.708 -3.941 30.204
H -11.929 -2.179 28.427
H -11.263 -3.417 29.574
H -13.129 -1.347 30.527
H -12.286 -2.477 31.491
H -10.080 -1.402 30.749
H -10.975 -0.304 29.759
H -10.796 1.123 31.572
H -12.251 0.290 32.131
H -10.611 -0.096 32.715
C -3.302 -5.225 31.185
C -2.224 -5.143 32.249
C -2.522 -4.078 33.319
C -1.889 -4.477 34.658
C -2.165 -3.503 35.822
C -1.993 -2.034 35.480
H -2.921 -5.729 30.295
H -3.662 -4.250 30.842
H -4.129 -5.757 31.660
H -2.110 -6.104 32.761
H -1.226 -4.966 31.834
H -3.598 -3.910 33.413
H -2.069 -3.165 32.919
H -2.352 -5.398 35.025
H -0.829 -4.670 34.486
H -3.197 -3.625 36.169
H -1.509 -3.808 36.642
H -2.107 -1.384 36.346
H -0.981 -1.909 35.081
H -2.714 -1.764 34.708
C -4.776 2.365 31.656
C -5.936 1.466 32.114
C -5.584 0.001 32.280
C -4.346 -0.255 33.129
C -3.878 -1.711 33.245
C -4.535 -2.634 34.269
H -4.058 2.533 32.455
H -5.177 3.328 31.341
H -4.321 1.901 30.775
H -6.229 1.854 33.099
H -6.784 1.641 31.449
H -5.379 -0.411 31.281
H -6.494 -0.537 32.568
H -3.517 0.331 32.727
H -4.458 0.120 34.156
H -4.009 -2.117 32.235
H -2.793 -1.715 33.372
H -4.816 -2.199 35.225
H -5.422 -3.145 33.885
H -3.818 -3.452 34.384

Summary:
LUMO, eV: 0.601
Multiplicity: 1
M, g mol⁻¹: 727.41
SMILES string: CCOS(C)(=O)=O.CCCCCC.CCCCCC.CCCCCC.CCCCCC.CCCCCC.CCCCCC.CCCCCC

***

(2)
Here is a 16-piece molecular cluster, C23H77F3N17O17 overall at a distorted geometry from the OMol25 dataset. Energies are from ωB97M-V with the def2-TZVPD basis set.

Element x y z (Å)
C 0.000 0.803 -0.329
O -0.381 -0.488 -0.809
O -0.811 1.713 -0.932
C 0.314 0.854 1.188
F 1.179 -0.101 1.583
F 0.823 2.041 1.548
F -0.814 0.662 1.927
C -1.459 -1.176 -0.164
C -1.830 -2.424 -0.956
H -1.745 -2.158 -2.014
H -1.135 -3.251 -0.817
H -2.859 -2.720 -0.802
H -2.307 -0.495 -0.055
H -1.215 -1.448 0.867
H 1.021 0.909 -0.739
C -4.699 -2.537 -3.832
O -3.685 -2.265 -4.469
N -4.792 -3.578 -2.973
N -5.896 -1.910 -4.095
H -3.911 -4.083 -2.834
H -5.611 -4.134 -2.808
H -6.744 -2.304 -3.732
H -5.947 -1.341 -4.920
C 0.451 -0.807 -4.399
O 0.786 -1.059 -5.577
N -0.040 0.410 -4.066
N 0.557 -1.692 -3.380
H -0.074 1.204 -4.703
H -0.283 0.537 -3.093
H 1.037 -2.562 -3.478
H -0.054 -1.517 -2.589
C 3.707 -1.156 -0.038
O 4.033 -1.953 0.845
N 2.752 -1.447 -0.978
N 4.422 -0.016 -0.305
H 2.165 -2.255 -0.937
H 2.716 -0.783 -1.733
H 5.341 -0.146 0.096
H 4.277 0.467 -1.165
C -1.754 -5.235 -4.007
O -2.270 -5.089 -2.896
N -0.801 -6.202 -4.195
N -1.954 -4.485 -5.127
H -0.648 -6.836 -3.431
H -0.254 -6.338 -5.019
H -1.448 -4.760 -5.943
H -2.527 -3.647 -5.087
C -5.376 -4.266 1.520
O -5.552 -5.484 1.604
N -4.932 -3.606 0.416
N -5.469 -3.414 2.572
H -5.040 -2.607 0.345
H -4.604 -4.050 -0.420
H -5.828 -3.788 3.432
H -5.464 -2.411 2.471
C -4.207 -0.571 4.129
O -5.349 -0.811 3.717
N -3.336 0.275 3.502
N -3.677 -1.194 5.206
H -3.620 0.746 2.652
H -2.405 0.403 3.841
H -2.785 -0.896 5.549
H -4.254 -1.765 5.793
C 0.041 3.904 -4.684
O -0.039 2.945 -5.464
N 0.565 5.114 -5.114
N -0.445 3.898 -3.425
H 1.160 4.977 -5.911
H 0.583 5.845 -4.431
H -0.605 3.008 -2.962
H -0.182 4.670 -2.839
C 3.822 3.726 -3.792
C 3.949 2.819 -2.563
C 2.924 3.083 -1.484
O 3.041 4.467 -1.154
C 2.187 4.818 -0.090
N 3.957 1.436 -3.111
H 3.032 3.385 -4.468
H 4.767 3.827 -4.324
H 3.461 4.735 -3.561
H 4.979 2.929 -2.217
H 3.175 2.489 -0.599
H 1.870 2.964 -1.764
H 2.197 4.127 0.760
H 1.166 4.768 -0.476
H 2.468 5.796 0.290
H 4.750 1.259 -3.713
H 3.156 1.344 -3.731
C 1.358 -2.799 5.347
C 1.615 -3.063 3.892
C 0.374 -2.937 2.985
O -0.381 -4.107 3.198
C -0.504 -4.912 2.004
N 2.684 -2.090 3.475
H 2.334 -2.756 5.843
H 0.656 -3.412 5.905
H 1.054 -1.751 5.465
H 2.021 -4.082 3.903
H 0.788 -2.832 1.976
H -0.097 -1.971 3.188
H -1.120 -5.781 2.218
H 0.518 -5.252 1.821
H -0.934 -4.306 1.211
H 2.901 -2.116 2.479
H 3.590 -2.376 3.840
C 5.021 3.722 2.120
C 4.663 2.993 3.417
C 3.389 3.543 4.043
O 3.537 4.920 4.415
C 2.490 5.310 5.289
N 4.549 1.582 3.135
H 4.141 3.655 1.468
H 5.809 3.154 1.628
H 5.263 4.769 2.286
H 5.546 3.176 4.040
H 3.002 2.951 4.880
H 2.562 3.495 3.318
H 1.510 5.092 4.858
H 2.518 6.403 5.342
H 2.746 4.929 6.280
H 4.293 1.085 3.988
H 3.672 1.429 2.631
O -3.130 1.225 -2.607
H -2.400 1.483 -2.008
H -3.494 2.056 -2.930
O -4.869 -0.782 -1.040
H -4.226 -0.317 -1.598
H -5.657 -0.848 -1.588
O -1.280 3.979 0.572
H -1.705 3.280 1.078
H -1.080 3.559 -0.285
O -3.660 1.828 0.956
H -3.015 1.821 0.227
H -4.200 2.611 0.802
O 1.988 0.355 4.403
H 2.178 -0.599 4.191
H 1.264 0.587 3.815

Summary:
LUMO, eV: 2.231
Multiplicity: 1
Energy above the lowest of the compared OMol25 structures with the same formula, charge and spin, kcal/mol: 0.0
M, g mol⁻¹: 920.96
Net charge: -1

***

(3)
Here is C16H19BF2FeGe2SSbSe4 as an isolated structure at a distorted geometry from the OMol25 dataset. Energies are from ωB97M-V with the def2-TZVPD basis set.

Element x y z (Å)
Fe 1.572 -1.820 0.961
S 0.185 -4.477 -0.232
C 0.883 -3.207 0.286
Se -0.813 -2.393 5.939
Sb -1.673 -0.592 4.719
Se -1.353 1.772 4.979
Se -3.771 -0.124 3.664
Se -0.021 -1.017 2.427
F 3.798 -2.850 0.937
B 2.717 -3.103 1.742
F 2.825 -4.094 2.589
C 2.471 -1.745 -2.277
Ge 2.045 -0.138 -1.244
C 1.710 1.303 -2.524
C 3.564 0.369 -0.086
Ge -0.104 0.049 0.192
C -1.581 -0.769 -0.779
C -1.557 -0.787 -2.173
C -2.587 -1.382 -2.889
C -3.649 -1.967 -2.213
C -3.678 -1.956 -0.825
C -2.647 -1.365 -0.110
C -0.379 1.928 0.619
C -1.606 2.268 1.185
C -1.886 3.587 1.508
C -0.941 4.576 1.275
C 0.288 4.245 0.725
C 0.567 2.924 0.396
H 3.550 -1.735 -2.442
H 1.966 -1.695 -3.241
H 2.207 -2.683 -1.797
H 2.680 1.690 -2.842
H 1.127 2.119 -2.105
H 1.189 0.916 -3.400
H 4.464 -0.162 -0.395
H 3.405 0.170 0.977
H 3.732 1.442 -0.188
H -0.735 -0.331 -2.715
H -2.560 -1.389 -3.971
H -4.452 -2.434 -2.769
H -4.505 -2.412 -0.295
H -2.674 -1.370 0.974
H -2.348 1.503 1.390
H -2.839 3.837 1.956
H -1.160 5.605 1.531
H 1.032 5.012 0.553
H 1.541 2.680 -0.012

Summary:
LUMO (spin up / spin down), eV: -1.407 / -2.190
Multiplicity: 2
Energy above the lowest of the compared OMol25 structures with the same formula, charge and spin, kcal/mol: 10.5
M, g mol⁻¹: 930.87

***

(4)
Here is an isolated ion of composition C2H6NO and charge -1 from the OMol25 dataset. Energies are from ωB97M-V with the def2-TZVPD basis set.

Element x y z (Å)
N 1.272 -0.545 -0.415
C 0.322 0.242 0.432
C -1.058 0.385 -0.234
O -1.924 1.106 0.487
H 1.957 -0.992 0.190
H 0.744 -1.327 -0.801
H 0.750 1.234 0.588
H 0.181 -0.221 1.420
H -1.394 -0.681 -0.409
H -0.851 0.798 -1.257

Summary:
LUMO, eV: 4.686
Multiplicity: 1
Energy above the lowest of the compared OMol25 structures with the same formula, charge and spin, kcal/mol: 5.0
M, g mol⁻¹: 60.08
Net charge: -1
SMILES string: NCC[O-]

***

(5)
Here is a 2-piece molecular cluster, C5H8Se overall at a distorted geometry from the OMol25 dataset. Energies are from ωB97M-V with the def2-TZVPD basis set.

Element x y z (Å)
C -0.816 -3.664 0.994
C -0.782 -2.688 0.297
C 1.020 2.164 -1.452
C -0.570 -1.622 -0.559
C 2.080 1.054 -1.098
Se 1.627 -0.325 0.218
H -1.101 -4.667 1.242
H 0.053 1.601 -1.437
H 1.196 3.130 -0.921
H 0.963 2.349 -2.512
H -1.201 -0.867 -0.612
H -0.072 -1.925 -1.450
H 2.979 1.521 -0.512
H 2.458 0.660 -2.012

Summary:
LUMO (spin up / spin down), eV: -1.142 / -1.163
Multiplicity: 1
Energy above the lowest of the compared OMol25 structures with the same formula, charge and spin, kcal/mol: 46.2
M, g mol⁻¹: 147.08

***

(6)
Here is a 2-piece molecular cluster, C31H30BF5O2S overall at a distorted geometry from the OMol25 dataset. Energies are from ωB97M-V with the def2-TZVPD basis set.

Element x y z (Å)
C -3.197 6.587 -0.347
C -2.449 5.409 0.142
C -2.252 5.011 1.451
C -1.541 3.765 1.571
C -1.223 3.222 0.345
B -0.673 1.693 0.102
C 0.974 1.899 0.079
C 1.750 1.706 1.213
C 3.112 2.037 1.197
C 3.681 2.503 0.021
C 5.152 2.825 -0.060
F 5.768 2.118 -1.061
F 5.361 4.154 -0.334
F 5.826 2.545 1.091
C 2.921 2.671 -1.131
C 1.562 2.352 -1.091
O -1.235 1.048 1.267
C -1.785 -0.139 0.749
C -0.691 -1.177 0.682
C -2.886 -0.703 1.633
C -2.222 0.309 -0.753
C -2.297 -0.813 -1.785
C -3.537 1.079 -0.707
O -1.166 1.179 -1.136
S -1.722 4.260 -0.951
H -3.548 7.146 0.525
H -2.563 7.228 -0.971
H -4.061 6.270 -0.942
H -2.630 5.583 2.293
H -1.330 3.310 2.535
H 1.311 1.337 2.140
H 3.709 1.928 2.099
H 3.364 3.043 -2.049
H 0.970 2.504 -1.992
H -1.063 -2.120 0.260
H 0.148 -0.819 0.074
H -0.294 -1.383 1.679
H -3.320 -1.601 1.170
H -2.456 -1.017 2.592
H -3.684 0.022 1.813
H -2.951 -1.623 -1.434
H -2.714 -0.415 -2.722
H -1.300 -1.213 -2.005
H -4.376 0.397 -0.510
H -3.511 1.854 0.070
H -3.702 1.561 -1.677
F 3.301 -4.137 4.520
C 2.810 -3.755 3.304
C 3.662 -3.092 2.424
C 3.149 -2.712 1.195
C 1.821 -3.039 0.795
C 1.440 -2.638 -0.528
C 0.625 -3.387 -1.440
C 0.994 -3.295 -2.813
C 0.281 -3.927 -3.817
C -0.876 -4.605 -3.457
F -1.624 -5.188 -4.443
C -1.327 -4.695 -2.140
C -0.548 -4.135 -1.125
C 0.978 -3.659 1.767
C 1.475 -4.025 3.014
H 4.692 -2.887 2.697
H 3.771 -2.154 0.495
H 2.060 -1.853 -0.983
H 1.878 -2.709 -3.064
H 0.608 -3.891 -4.854
H -2.267 -5.195 -1.924
H -0.889 -4.246 -0.092
H -0.087 -3.801 1.578
H 0.843 -4.505 3.758

Summary:
LUMO, eV: -3.826
Multiplicity: 1
Energy above the lowest of the compared OMol25 structures with the same formula, charge and spin, kcal/mol: 87.0
M, g mol⁻¹: 572.45

***

(7)
Here is C3H4Br2 as an isolated structure at a distorted geometry from the OMol25 dataset. Energies are from ωB97M-V with the def2-TZVPD basis set.

Element x y z (Å)
C 2.196 0.637 -0.701
C 1.191 0.111 -0.013
C -2.409 -0.149 0.224
Br 1.099 -1.247 1.269
Br -1.998 -1.651 1.196
H 3.214 0.421 -0.405
H 2.186 1.423 -1.343
H -2.850 0.764 0.639
H -2.628 -0.310 -0.866

Summary:
LUMO (spin up / spin down), eV: -0.115 / -0.815
Multiplicity: 1
Energy above the lowest of the compared OMol25 structures with the same formula, charge and spin, kcal/mol: 103.8
M, g mol⁻¹: 199.87

***

(8)
Here is a 2-piece molecular cluster, C6H15NO overall at a distorted geometry from the OMol25 dataset. Energies are from ωB97M-V with the def2-TZVPD basis set.

Element x y z (Å)
C -0.240 -0.348 2.550
C -0.786 0.029 1.081
C 0.171 -0.580 -0.094
C -0.643 -1.362 -1.172
C 0.258 0.036 -2.995
C -0.160 -1.127 -2.565
N -0.735 1.484 1.079
H -0.415 -1.426 2.583
H -0.811 0.001 3.290
H 0.839 -0.226 2.735
H -1.775 -0.317 0.769
H 0.766 -1.319 0.521
H 0.849 0.024 -0.711
H -0.454 -2.454 -0.945
H -1.808 -1.272 -1.234
H 0.382 0.256 -3.984
H 0.604 0.815 -2.470
H -0.280 -2.059 -3.216
H -0.141 1.865 0.290
H -1.562 2.077 1.099
H 1.633 1.979 1.753
H 2.009 1.679 0.437
O 2.297 2.245 1.199

Summary:
LUMO (spin up / spin down), eV: -3.480 / -8.790
Multiplicity: 2
Energy above the lowest of the compared OMol25 structures with the same formula, charge and spin, kcal/mol: 97.4
M, g mol⁻¹: 117.19
Net charge: +1

***

Copy entry 8 word for word.
Here is a 2-piece molecular cluster, C6H15NO overall at a distorted geometry from the OMol25 dataset. Energies are from ωB97M-V with the def2-TZVPD basis set.

Element x y z (Å)
C -0.240 -0.348 2.550
C -0.786 0.029 1.081
C 0.171 -0.580 -0.094
C -0.643 -1.362 -1.172
C 0.258 0.036 -2.995
C -0.160 -1.127 -2.565
N -0.735 1.484 1.079
H -0.415 -1.426 2.583
H -0.811 0.001 3.290
H 0.839 -0.226 2.735
H -1.775 -0.317 0.769
H 0.766 -1.319 0.521
H 0.849 0.024 -0.711
H -0.454 -2.454 -0.945
H -1.808 -1.272 -1.234
H 0.382 0.256 -3.984
H 0.604 0.815 -2.470
H -0.280 -2.059 -3.216
H -0.141 1.865 0.290
H -1.562 2.077 1.099
H 1.633 1.979 1.753
H 2.009 1.679 0.437
O 2.297 2.245 1.199

Summary:
LUMO (spin up / spin down), eV: -3.480 / -8.790
Multiplicity: 2
Energy above the lowest of the compared OMol25 structures with the same formula, charge and spin, kcal/mol: 97.4
M, g mol⁻¹: 117.19
Net charge: +1

***

- What is the formula in the fourth record?
  C2H6NO